# 1
Here is the molecule C17H22N2O4 from OMol25. Energies are from ωB97M-V/def2-TZVPD.

Calculated values
E_HOMO: -9.52 eV
Relative energy (zero: lowest compared OMol25 entry of this formula, charge and spin): 9.1 kcal per mole
Structure (SMILES): CCCCOCCCNC(=O)CN1C(=O)c2ccccc2C1=O
Frontier orbital gap: 8.85 eV

```
! RIJCOSX wB97M-V def2-TZVPD def2/J DEFGRID3
* xyz 0 1
C -0.47 -0.77 5.13
C -0.83 -0.74 3.65
C -0.02 0.29 2.88
C -0.34 0.27 1.39
O -0.10 -0.97 0.77
C 1.26 -1.21 0.44
C 1.44 -2.67 0.01
H 2.38 -2.75 -0.53
H 1.48 -3.32 0.88
C 0.29 -3.16 -0.89
N -0.10 -2.16 -1.86
C 0.41 -2.10 -3.10
O 1.11 -2.95 -3.60
C -0.02 -0.84 -3.88
N -0.13 0.33 -3.05
C -1.34 0.82 -2.57
O -2.42 0.34 -2.81
C -0.99 2.00 -1.74
C -1.79 2.86 -1.02
C -1.16 3.87 -0.30
C 0.21 4.02 -0.32
C 1.02 3.15 -1.06
C 0.40 2.14 -1.76
C 0.97 1.06 -2.60
O 2.11 0.82 -2.87
H 2.09 3.26 -1.08
H 0.67 4.82 0.24
H -1.76 4.56 0.27
H -2.86 2.74 -1.01
H 0.73 -0.66 -4.66
H -1.00 -1.03 -4.34
H -0.65 -1.40 -1.49
H -0.59 -3.38 -0.28
H 0.60 -4.05 -1.44
H 1.57 -0.54 -0.37
H 1.91 -1.02 1.31
H -1.41 0.46 1.24
H 0.22 1.07 0.87
H -0.23 1.30 3.26
H 1.05 0.10 3.03
H -0.66 -1.72 3.21
H -1.90 -0.51 3.54
H -1.07 -1.51 5.65
H 0.58 -1.02 5.26
H -0.65 0.20 5.58
*
```

# 2
Here is a structure of composition C17H22N2O5 in a non-equilibrium geometry from OMol25. Energies are from ωB97M-V/def2-TZVPD.

Calculated values
E_HOMO: -8.05 eV
Relative energy (zero: lowest compared OMol25 entry of this formula, charge and spin): 448.5 kcal per mole
Frontier orbital gap: 8.49 eV

```
! RIJCOSX wB97M-V def2-TZVPD def2/J DEFGRID3
* xyz 0 1
C -3.28 -0.85 2.84
H -2.35 -0.77 3.47
O -2.70 -0.85 1.41
C -2.04 0.04 0.92
C -1.77 1.05 1.49
C -1.04 2.11 1.12
C -0.53 1.89 -0.02
C -0.78 0.88 -1.04
C -1.65 -0.09 -0.46
O -1.85 -1.32 -1.07
C -3.32 -1.28 -1.34
H -3.79 -0.53 -1.99
H -3.27 -2.54 -2.12
H -3.82 -1.58 -0.42
O -0.16 0.78 -2.27
C -0.50 -0.26 -2.94
H -0.12 -1.37 -2.63
H -1.51 -0.29 -3.29
H 0.30 0.11 -4.00
C 0.45 3.10 -0.69
N 1.79 2.62 -1.14
H 1.72 1.83 -1.38
C 2.75 2.72 0.12
C 2.35 1.72 1.42
N 2.06 0.51 0.57
C 3.00 -0.68 0.80
O 4.07 -0.83 1.21
C 2.34 -1.78 0.27
C 2.75 -3.24 0.27
C 1.82 -4.04 -0.29
C 0.72 -3.07 -0.54
O 0.97 -1.96 -0.22
H -0.27 -3.31 -0.81
H 1.81 -5.17 -0.63
H 3.80 -3.56 0.39
H 1.17 0.41 0.47
H 1.60 2.08 1.65
H 3.29 1.60 2.15
H 2.82 3.67 0.47
H 3.61 2.44 -0.24
H 0.59 3.86 -0.01
H -0.08 3.42 -1.54
H -0.87 3.06 1.65
H -2.24 1.25 2.66
H -4.12 0.05 2.81
H -3.71 -1.85 2.93
*
```

# 3
Here is the molecule C17H22N2O5S in a non-equilibrium geometry from OMol25. Energies are from ωB97M-V/def2-TZVPD.

Calculated values
E_HOMO: -9.40 eV
Relative energy (zero: lowest compared OMol25 entry of this formula, charge and spin): 358.3 kcal per mole
Structure (SMILES): NC(=O)COC(=O)/C=C/c1ccc(S(=O)(=O)N2CCCCCC2)cc1
Frontier orbital gap: 8.07 eV

```
! RIJCOSX wB97M-V def2-TZVPD def2/J DEFGRID3
* xyz 0 1
N -7.01 -0.80 1.04
C -7.29 -0.48 -0.29
O -7.99 -1.07 -1.01
C -6.87 0.88 -0.76
H -7.17 1.48 -0.13
H -7.44 1.07 -1.65
O -5.61 0.81 -0.80
C -4.73 1.13 -0.04
O -5.15 1.21 1.14
C -3.27 1.15 -0.36
C -2.40 1.59 0.57
C -1.02 1.61 0.19
C -0.03 1.55 1.26
C 1.33 1.93 1.22
C 1.81 1.73 -0.23
C 0.92 1.51 -1.06
C -0.33 1.27 -0.94
H -1.05 1.22 -1.76
H 1.53 1.60 -2.24
S 3.57 1.85 -0.23
O 3.82 2.27 -1.76
O 4.07 2.59 0.92
N 4.08 0.33 -0.19
C 3.91 -0.30 1.25
H 4.56 0.48 1.48
C 4.56 -1.76 1.18
C 3.43 -3.00 0.82
H 2.53 -2.42 1.32
C 3.04 -2.95 -0.57
H 4.04 -3.32 -1.13
C 2.71 -1.48 -1.37
H 2.31 -1.82 -2.45
H 1.91 -1.10 -0.73
C 3.84 -0.72 -1.44
H 4.75 -1.21 -1.64
H 3.74 0.32 -2.19
H 2.35 -3.64 -1.00
H 3.75 -3.78 1.43
H 5.35 -1.87 0.59
H 4.66 -1.82 2.32
H 3.01 -0.39 1.59
H 1.85 2.11 2.24
H -0.56 1.76 2.40
H -2.69 1.34 1.62
H -3.25 1.16 -1.48
H -6.30 -0.25 1.49
H -7.25 -1.80 1.38
*
```

# 4
Here is a structure of composition C17H22N2O7RhSSe2 from OMol25. Energies are from ωB97M-V/def2-TZVPD.

Calculated values
E_HOMO: -4.28 eV
Relative energy (zero: lowest compared OMol25 entry of this formula, charge and spin): 0.0 kcal per mole
Frontier orbital gap: 6.93 eV

```
! RIJCOSX wB97M-V def2-TZVPD def2/J DEFGRID3
* xyz -1 1
Rh -0.18 -0.30 -0.06
O 1.22 -4.03 1.05
C 1.31 -2.92 0.56
O 0.89 -1.83 1.17
C 1.93 -2.70 -0.80
C 2.55 -1.30 -0.98
C 3.48 -1.28 -2.19
C 2.46 -1.33 -3.36
C 1.13 -1.36 -2.62
O 1.43 -0.52 -1.47
C 0.88 -2.73 -1.97
C -0.59 -2.93 -1.55
O -1.16 -3.93 -1.98
O -1.14 -2.01 -0.85
H 2.67 -3.48 -0.95
H 2.92 -0.84 -0.07
H 4.05 -0.36 -2.21
H 4.17 -2.13 -2.18
H 2.53 -0.44 -3.98
H 2.58 -2.21 -4.00
H 0.28 -0.93 -3.14
H 1.11 -3.53 -2.67
O -2.28 4.65 1.48
C -1.29 4.98 0.51
C -0.58 3.71 0.01
C 0.60 4.27 -0.82
O 1.14 3.45 -1.83
C -0.09 2.95 1.24
Se 1.14 1.46 0.94
C -1.61 2.91 -0.79
Se -1.20 1.18 -1.63
H -2.78 5.44 1.69
H -0.54 5.65 0.95
H -1.75 5.49 -0.34
H 1.38 4.59 -0.11
H 0.26 5.18 -1.34
H 1.24 2.56 -1.45
H -0.94 2.57 1.81
H 0.46 3.64 1.89
H -1.95 3.50 -1.64
H -2.48 2.75 -0.14
S -1.98 0.01 1.34
C -2.13 -1.35 2.34
N -1.15 -2.28 2.42
C -1.32 -3.39 3.14
C -2.47 -3.58 3.87
C -3.40 -2.54 3.82
N -3.25 -1.45 3.09
H -0.08 -2.10 1.85
H -0.51 -4.10 3.10
H -2.64 -4.47 4.45
H -4.31 -2.59 4.40
*
```